1.
Here is a molecular structure, C37H28MnN2O2P2S3 from the Open Molecules 2025 dataset. Energies are from ωB97M-V with the def2-TZVPD basis set.

Structure (XYZ):
```
75
Properties=species:S:1:pos:R:3:forces:R:3:mulliken_spin:R:1
C 3.358785 -3.915528 2.930384 -0.184 1.021 -0.231 0.000
H -4.037130 1.800645 2.167983 0.605 -0.367 1.484 0.000
H -0.897150 -0.236015 -0.251604 0.260 0.180 -0.273 0.000
H -5.243549 -0.727853 -1.006341 0.761 0.638 -0.314 0.000
C -1.867438 3.104026 2.096087 -0.535 1.800 -1.260 -0.031
C 0.889961 2.406616 -3.285706 -1.078 0.567 1.546 0.000
C 2.248864 -5.052230 -2.751208 -0.852 0.654 0.531 0.000
H 3.596486 -1.838798 0.173204 0.103 -0.198 0.915 0.000
H 1.086003 1.940385 -4.219321 0.494 -0.457 -0.562 0.000
H -2.193358 1.624379 -4.173211 -0.214 0.011 0.137 0.000
H -0.812379 -4.581916 -1.185482 0.986 -0.289 -1.101 0.000
C -0.067849 -0.545271 -0.915681 -0.434 -0.969 2.044 0.000
C -1.668436 2.371752 4.565219 1.230 1.125 -1.228 -0.008
H 1.377868 5.399710 -1.584470 -0.413 -1.312 -0.633 -0.001
H -0.522736 -2.466654 0.126461 0.234 0.067 -0.196 0.000
S 2.501850 5.866345 2.905117 0.267 -0.050 -0.033 0.028
C 1.562543 -4.295548 1.343788 0.848 0.125 0.222 0.000
C -0.338535 -6.087534 -2.707091 0.314 -0.601 0.878 0.000
C 0.980095 4.378673 -1.862945 -0.073 0.581 1.074 -0.002
O -0.625747 3.441291 1.933605 -1.206 -0.524 0.147 0.028
C -3.418629 1.030342 5.462115 -0.409 0.070 0.761 -0.002
S 2.890530 2.954024 2.202822 0.246 0.951 -0.308 0.066
H 0.819427 -0.111741 -0.396291 -0.370 -0.158 -0.931 0.001
C -4.206957 1.532717 -3.302183 2.585 -1.390 -0.317 0.000
H -4.857608 0.217743 4.020859 -0.096 0.357 0.264 0.001
Mn 0.859589 4.083974 3.080052 0.241 -0.341 -0.214 4.847
C 2.096318 -3.266308 0.526661 0.072 -1.101 0.678 0.000
P -0.441759 0.050157 -2.605460 0.199 0.128 -0.380 0.000
S -0.034596 2.974777 4.924221 -0.482 -0.051 0.648 0.055
H -2.801395 -1.182441 -0.943732 0.361 -0.529 0.406 0.000
H 4.731559 -2.390509 2.570542 -0.268 0.436 -0.587 0.000
H 1.846395 -5.455079 3.152387 0.211 0.387 -0.187 0.000
N 5.452719 7.202289 0.707121 -0.154 -0.044 0.324 0.004
H -1.368036 -6.484254 -2.673580 0.718 0.005 -0.036 0.000
C 1.238257 -4.435340 -1.964699 0.505 -0.521 0.315 0.000
O -2.764428 3.427082 1.285233 1.008 -0.446 0.237 0.015
H -0.792374 -2.382524 -1.630576 0.134 -0.563 0.088 0.000
C 3.337161 4.639403 1.978100 -0.578 -0.671 0.264 -0.043
H 3.246256 -4.659018 -2.729135 0.268 0.435 -0.212 0.000
H 1.972051 4.192941 -3.768011 0.008 -0.327 0.641 0.000
C 0.689335 -6.756863 -3.391956 -0.864 0.115 0.291 0.000
C 2.240241 -4.634614 2.539298 -1.159 -0.131 -0.756 0.000
H -3.838392 0.540529 6.354587 0.084 0.034 -0.518 0.000
H -1.860490 1.998305 6.671921 -0.230 -0.461 -0.908 -0.001
C -4.062733 0.935364 4.216385 0.623 -0.145 0.485 0.007
H -4.522657 2.288480 -3.957511 -0.775 0.988 -0.540 0.000
C -2.843574 1.129188 -3.452454 -1.212 0.165 0.752 0.000
H -6.090810 1.157532 -2.277029 1.200 -0.239 -0.336 0.000
C -0.006217 1.802088 -2.378308 0.799 0.259 -0.681 0.000
H -0.322797 4.325144 -0.118670 0.266 -0.529 -0.379 0.002
C -0.025305 -4.984813 -1.886991 -1.177 -0.327 -0.448 0.000
H -1.083393 2.159682 -0.474076 0.191 -0.227 -0.837 0.003
C 1.968711 -6.171965 -3.480622 -0.541 -1.538 -0.855 0.000
P 1.613097 -2.860998 -1.161148 -0.864 1.271 -0.324 0.000
C 1.377957 3.684458 -2.990060 0.107 0.474 -1.301 0.000
C -3.164838 -0.466139 -1.638423 -0.151 1.420 -1.771 0.000
C -2.356017 2.404231 3.315369 0.911 -0.638 1.307 0.018
C -4.532040 -0.143084 -1.634213 0.722 -1.628 1.103 0.000
C 4.554223 4.167600 -0.111444 1.506 -1.634 -3.069 -0.002
C -0.409322 2.533611 -1.269031 -1.103 -1.339 1.352 -0.008
H 2.665877 -6.635431 -4.210052 -0.118 0.344 0.988 0.000
H 0.671953 -4.860426 1.020353 0.551 0.315 0.207 0.000
C 3.837734 -2.854046 2.154169 -0.051 -0.595 0.020 0.000
N 4.880040 3.632362 -1.126986 -1.227 1.666 3.510 0.004
C -5.010646 0.870541 -2.408694 -2.231 1.039 -0.186 0.000
C 3.224729 -2.558548 0.924023 0.614 0.001 0.309 0.000
H 0.479142 -7.790856 -3.729753 0.217 0.959 -0.445 0.000
C -2.290104 0.192912 -2.576051 -0.798 -0.369 1.336 0.000
C -2.277344 1.814723 5.658389 -1.443 -0.913 0.924 0.002
C -0.094561 -2.126074 -0.827468 0.196 0.883 -0.732 0.000
C 0.052979 3.770319 -0.988705 1.027 2.464 -0.368 0.012
C -3.547075 1.703301 3.189198 -0.636 0.120 -1.705 -0.005
C 4.269839 5.010894 1.017664 -1.027 -2.643 -0.419 0.009
C 4.861952 6.230519 0.930613 1.241 2.690 -0.591 0.000
H 3.817865 -4.032663 3.902409 0.041 -0.481 -0.013 0.000
```
Positions in Å, forces in eV/Å.

As for the multiplicity: 6. The net charge is -2. For the energy, the calculation gives -4715.12325 hartree. As for the frontier orbital gap (spin up / spin down): 5.530 / 6.075 eV. As for the largest force on an atom: 0.07923 Eh/bohr.

2.
Here is a molecular structure, C37H29Cl5FN3O7V from the Open Molecules 2025 dataset. Energies are from ωB97M-V with the def2-TZVPD basis set.

Structure (XYZ):
```
83
Properties=species:S:1:pos:R:3:forces:R:3:mulliken_spin:R:1
O 2.086101 -4.080888 0.860570 0.000 0.017 0.021 0.016
H -5.660731 0.375190 2.644496 0.033 0.011 0.001 0.000
N -7.831855 1.717211 0.409307 0.028 -0.013 -0.011 0.000
C -2.254911 -1.694454 0.865268 -0.013 0.000 0.000 0.000
O 4.930106 -0.092594 1.005455 -0.195 0.077 -0.207 -0.006
F -3.407194 2.252378 0.720283 -0.043 -0.016 -0.030 0.000
C 0.133811 -0.996706 0.963642 0.002 0.014 -0.082 -0.005
C 7.044646 -0.211851 2.050688 -0.054 0.012 0.081 -0.002
C -0.523325 -3.301456 0.891850 -0.018 -0.008 -0.007 0.006
H -5.503326 1.964881 1.893327 -0.043 -0.001 -0.011 0.000
H -2.848240 -6.254457 1.293080 0.005 -0.003 0.000 0.000
Cl 7.779378 -0.235457 0.499921 0.033 -0.007 -0.051 0.000
C -3.613275 -1.356548 0.754343 0.029 -0.005 -0.017 -0.001
C 7.185922 -0.230095 4.468873 -0.034 0.006 0.035 -0.003
H 1.994007 -0.335193 -3.558773 -0.009 0.000 0.007 0.000
C 0.291337 2.078426 -1.913365 -0.019 0.006 -0.035 -0.001
C -1.160731 0.872364 -3.411488 0.008 0.001 -0.007 0.000
C -1.684639 0.663216 0.868602 0.015 -0.042 0.006 0.002
H -7.667735 0.019774 -0.804950 0.017 -0.007 -0.014 0.000
C -7.430028 1.017703 1.681886 -0.030 -0.010 -0.010 0.000
H 7.238049 1.707434 -2.788968 0.002 0.009 -0.008 0.000
H -4.372731 -2.121756 0.695734 -0.019 0.018 0.012 0.000
C 5.948751 2.547913 -4.287231 -0.027 0.015 -0.026 0.000
H 6.760567 2.838730 -4.940682 -0.001 0.001 0.000 0.000
C 6.217464 1.910807 -3.085562 -0.014 -0.019 0.035 0.000
H -4.712069 -4.620143 1.866875 -0.003 0.008 0.004 0.000
H -2.136634 0.720273 -3.855712 -0.004 -0.001 -0.003 0.000
O 2.757909 1.829994 0.713303 0.058 0.102 -0.058 -0.032
C 2.744465 1.401280 -1.664920 0.072 0.019 0.023 -0.011
C -5.919325 0.954613 1.758703 0.007 0.021 0.040 0.000
N -1.839678 -3.017696 0.900376 0.018 -0.025 -0.011 0.005
C 0.474953 -2.372230 0.916241 -0.014 0.042 -0.001 0.020
V 3.034789 -0.047916 0.921591 0.014 -0.216 0.198 2.003
H -5.345613 2.021129 -0.676114 0.012 0.012 0.022 0.000
C -1.293711 -0.680271 0.914730 -0.023 0.034 -0.052 -0.001
C -7.245109 1.022694 -0.794110 -0.051 0.063 0.009 0.000
C 5.799412 -0.147728 4.546979 0.091 -0.009 -0.070 0.004
C 4.635862 2.820499 -4.645492 0.034 0.003 -0.003 0.000
C 3.591902 2.445990 -3.813743 0.009 -0.029 0.039 0.000
H -0.249232 -4.347792 0.862379 0.005 -0.002 0.005 0.000
C -0.088540 0.078250 -3.802200 -0.020 -0.001 0.002 0.000
H 2.570536 2.666304 -4.093832 -0.002 0.004 -0.002 0.000
C 2.719776 2.385229 -0.465480 -0.029 0.074 0.121 0.017
H -0.226184 -0.697650 -4.543969 0.000 0.001 -0.004 0.000
H 4.422631 3.327973 -5.577048 0.000 0.000 -0.001 0.000
O 2.809544 -1.970836 0.852669 -0.004 -0.047 0.048 -0.015
C -0.965789 1.870959 -2.471702 0.011 0.010 -0.008 0.000
C 3.857423 1.795462 -2.614929 -0.081 0.036 -0.068 -0.010
H -3.230363 -4.246343 -0.137615 -0.001 0.000 0.000 0.000
H 3.772719 -0.335222 -1.619465 0.050 0.040 0.055 0.005
H -7.858513 1.566949 2.517527 0.001 0.007 0.000 0.000
H -7.864475 0.020650 1.631234 -0.001 0.006 0.007 0.000
C -3.995400 -0.035254 0.699832 0.084 -0.115 -0.065 0.001
C -3.686905 -4.326487 2.043167 0.019 -0.008 -0.016 0.000
C -2.589198 -5.293732 1.711987 -0.008 0.030 0.002 0.000
C -2.808483 -4.092766 0.848345 -0.012 -0.013 0.009 -0.001
H -1.789331 2.510019 -2.175080 0.002 0.000 0.001 0.000
C 1.363464 1.282927 -2.295134 -0.001 -0.026 0.026 0.002
H -0.928911 1.436865 0.900452 -0.006 0.003 0.004 0.001
H -3.526647 -3.681801 2.896838 -0.013 -0.002 0.004 0.000
H 0.436572 2.876339 -1.197943 0.011 0.006 0.010 0.000
C -3.009542 0.958706 0.766304 0.009 0.046 0.021 0.000
C -5.739673 0.994443 -0.644101 0.066 -0.070 -0.086 0.000
H -1.724516 -5.296982 2.360323 0.003 -0.014 -0.003 0.000
H -8.848518 1.762743 0.336151 0.003 -0.007 -0.006 0.000
O 0.942841 -0.045120 1.018189 0.146 0.048 0.036 -0.011
O 2.626463 3.568466 -0.681108 -0.014 -0.025 -0.053 -0.002
Cl 5.003142 -0.100042 6.065582 -0.031 0.001 0.034 0.000
Cl 3.319428 0.025410 3.428725 0.070 -0.014 -0.029 -0.005
Cl 9.511607 -0.352961 3.110603 0.003 0.000 0.000 0.000
C 5.064139 -0.102144 3.373688 -0.089 0.012 0.001 0.002
H -5.323816 0.459266 -1.497571 0.006 0.016 -0.006 0.000
C 5.644206 -0.136433 2.104006 0.098 -0.001 0.132 0.003
H 5.409681 1.077258 -1.291104 -0.022 0.012 -0.004 0.003
Cl 8.126012 -0.291210 5.905701 0.001 -0.001 -0.008 0.000
C 1.162179 0.285355 -3.247367 -0.004 -0.008 0.009 0.001
C 1.897664 -2.881476 0.880361 0.004 -0.032 -0.021 0.006
N -5.387113 0.286262 0.577444 -0.100 0.046 0.146 0.000
H -7.491860 2.682103 0.434297 -0.005 -0.003 0.005 0.000
C 7.801476 -0.258767 3.214370 0.016 -0.007 -0.032 0.002
C 5.177005 1.542437 -2.245199 0.073 -0.004 0.007 -0.002
H -7.557745 1.568966 -1.681583 0.000 0.007 0.002 0.000
O 3.053658 0.078613 -1.122742 -0.111 -0.084 -0.092 0.008
```
Positions in Å, forces in eV/Å.

As for the multiplicity: 3. The net charge is +1. For the energy, the calculation gives -5463.07046 hartree. As for the frontier orbital gap (spin up / spin down): 6.350 / 6.359 eV. As for the largest force on an atom: 0.00573 Eh/bohr.

3.
Here is a molecular structure, C37H29ClGeN2O5Pd from the Open Molecules 2025 dataset. Energies are from ωB97M-V with the def2-TZVPD basis set.

Structure (XYZ):
```
76
Properties=species:S:1:pos:R:3:forces:R:3:mulliken_spin:R:1
H 1.926451 -1.976558 -1.983325 -0.084 0.035 -0.059 0.002
H 4.613797 -1.683280 1.326390 -0.028 -0.031 -0.051 0.000
C -4.035236 -2.332087 2.029338 -0.112 -0.064 -0.137 0.033
H 0.863640 -1.616209 1.879406 0.118 0.254 -0.082 -0.012
C -2.466286 0.107172 -1.413720 0.187 -0.159 0.032 0.209
H -0.972601 -0.992204 -4.266738 -0.040 -0.002 0.014 0.001
H -1.142400 1.050737 2.616579 0.113 -0.057 0.013 0.013
H -2.022256 1.077237 -5.116033 -0.018 0.007 0.029 0.002
C -1.962241 -6.294545 -0.168851 0.016 -0.019 -0.010 -0.001
O -0.355657 1.791461 -0.474849 0.392 0.220 0.317 0.177
H -3.920389 -2.380059 -1.373225 0.004 -0.025 0.031 0.007
C 3.972815 0.698572 -0.390248 0.216 -0.128 -0.084 0.005
C -0.100445 -3.205632 0.829078 -0.088 -0.210 0.109 -0.022
H -2.026587 -8.175825 0.865188 0.029 0.084 -0.001 0.000
C -0.256569 -5.475688 1.871910 0.025 -0.021 0.049 0.002
C -1.547016 -0.359044 -3.602183 0.057 0.225 -0.082 0.058
C -3.644701 3.139405 3.502271 -0.007 0.009 0.015 0.002
C -1.717458 -0.718483 -2.264105 -0.055 0.024 -0.284 0.015
C -4.680512 -3.544739 2.240168 0.068 0.087 -0.012 -0.015
N 3.050399 -0.282027 -0.318290 -0.014 -0.365 0.080 -0.016
C 3.333928 1.921931 -0.305292 -0.160 0.283 0.092 0.012
C 3.532297 -4.448765 -0.317619 0.014 0.005 0.023 -0.001
C -2.886532 1.610986 -3.223528 -0.001 -0.032 0.012 0.048
H -0.499883 -7.448537 2.666730 0.011 -0.001 -0.015 0.000
C 4.040610 3.250266 -0.374187 -0.021 -0.106 0.017 0.000
C -0.766288 -6.762605 1.874130 -0.043 -0.002 -0.033 -0.001
H 3.651768 -5.525357 -0.317966 -0.005 0.050 -0.005 0.000
C -3.746153 -1.903285 0.726541 0.053 -0.408 -0.026 0.060
H -4.900242 -3.872982 3.249426 0.008 0.020 -0.058 0.000
Pd -0.304238 -0.309397 -0.281594 1.357 0.681 -0.553 1.309
C 4.233758 -3.673488 0.599138 -0.004 0.009 0.006 0.000
C 2.550091 -2.464945 -1.250025 0.076 -0.015 -0.144 -0.007
C -4.784605 -3.906538 -0.141249 0.034 0.079 0.002 -0.016
Cl 5.610426 0.349401 -0.582902 0.043 -0.059 -0.015 0.004
Ge -2.658919 -0.344766 0.507738 -1.146 -0.255 0.930 0.490
C -2.141165 0.799477 -4.076771 0.012 -0.027 -0.018 0.021
C -1.445969 -5.011422 -0.178000 -0.041 -0.010 -0.069 0.002
C 3.236845 -1.708127 -0.320912 0.020 0.211 0.033 0.011
H -3.860320 3.941548 4.196999 0.013 -0.010 -0.036 0.000
C 0.720370 2.404289 -0.093353 -0.388 -0.125 -0.122 0.052
H -5.587613 3.207720 2.594122 0.026 -0.029 0.010 0.000
C -0.599134 -4.591252 0.847750 0.157 0.010 0.023 -0.001
H -3.538323 1.967241 -1.204429 0.043 -0.009 -0.021 0.004
O -0.176819 -2.553460 -0.213719 -0.207 0.044 -0.069 0.102
C -4.121898 -2.705206 -0.357582 -0.113 -0.024 0.160 0.015
C 1.978259 1.577884 -0.189755 -0.097 0.029 0.015 0.017
C 0.417756 -2.579056 2.084116 -0.038 -0.239 0.103 0.061
H 1.159745 -3.209203 2.574923 -0.033 0.005 -0.029 0.007
C -2.124303 1.503873 2.620756 -0.256 0.223 -0.048 0.073
H -0.418335 -2.453317 2.777431 0.001 -0.012 0.024 -0.007
C -2.397583 2.531022 3.514554 -0.005 -0.079 -0.037 0.031
H 2.433139 4.100345 0.266253 -0.004 0.073 -0.007 0.001
C -3.101688 1.072418 1.719679 0.103 0.311 0.064 0.039
C 2.691884 -3.843243 -1.241315 0.011 -0.073 -0.003 -0.004
H -1.639390 2.861114 4.213256 -0.011 -0.012 -0.028 0.001
O 0.761529 3.547992 0.322818 0.319 0.112 -0.108 0.022
H -5.130180 1.354830 1.037139 0.004 0.013 0.020 -0.001
C -4.618856 2.723608 2.604630 -0.049 -0.034 -0.030 0.003
H -1.351879 -1.685627 -1.935876 -0.135 -0.217 -0.057 -0.010
O 3.372648 4.312880 0.044295 -0.217 -0.117 -0.014 0.000
C -5.046206 -4.333374 1.155522 0.002 -0.010 -0.004 0.041
H 0.427296 -5.173990 2.656003 -0.095 -0.020 -0.015 0.001
C -4.355401 1.685511 1.720879 0.023 -0.007 0.077 -0.001
C -3.019617 1.294413 -1.876497 0.029 -0.012 -0.100 0.053
H -1.707814 -4.314199 -0.964607 0.014 -0.066 0.057 -0.005
C -1.623984 -7.168747 0.858314 0.001 -0.034 -0.009 0.004
N 1.821899 0.256992 -0.191484 -0.172 -0.055 -0.144 0.105
H 2.154131 -4.442308 -1.965246 0.019 0.014 0.021 0.000
H -5.539912 -5.283746 1.323256 -0.006 0.073 -0.019 0.001
H -3.771906 -1.706908 2.877654 0.015 -0.044 -0.031 0.003
O 5.169720 3.307156 -0.774796 -0.029 0.017 0.038 0.001
H -5.095869 -4.510740 -0.985119 0.016 0.005 0.031 0.001
H -3.349070 2.513679 -3.603270 0.073 -0.001 0.006 0.001
H 4.902754 -4.141325 1.310953 -0.045 0.022 -0.030 0.000
C 4.083320 -2.294448 0.606054 0.011 -0.025 0.184 0.001
H -2.628028 -6.616516 -0.960824 0.032 0.016 0.057 0.000
```
Positions in Å, forces in eV/Å.

As for the multiplicity: 4. The net charge is +1. For the energy, the calculation gives -4577.76693 hartree. As for the frontier orbital gap (spin up / spin down): 7.125 / 5.386 eV. As for the largest force on an atom: 0.03142 Eh/bohr.

Calculated ΔE to the lowest compared entry with this formula, charge and spin, 19.0; 5.9; 5.4 kcal/mol (same order as the records).